No. 1
The following is a DFT calculation (ωB97M-V with the def2-TZVPD basis set) of a structure of composition C28H30EuNO.

Computed properties:
frontier orbital gap (alpha / beta)	6.285 / 7.757	eV
HOMO (alpha / beta)	-7.6 / -7.9	eV
charge	0
spin multiplicity	7

Each line ends with the Mulliken spin population.
Element x y z (Å)
C 2.336 0.016 1.935  -0.014
C 2.306 -0.743 0.733  -0.009
C 2.003 0.141 -0.339  -0.022
H 2.524 -1.807 0.633  0.002
C 1.842 1.452 0.204  -0.013
C 2.056 1.374 1.609  -0.011
H 1.667 2.361 -0.372  0.001
C -1.552 -2.316 2.414  -0.004
C -0.295 -2.743 1.898  -0.016
C -0.347 -2.656 0.479  -0.013
H 0.548 -3.118 2.473  0.003
C -1.645 -2.183 0.115  -0.006
C -2.384 -1.953 1.321  -0.009
H 2.004 -0.117 -1.398  0.002
H 2.012 2.208 2.312  0.005
H 2.552 -0.371 2.932  0.001
H -3.410 -1.575 1.366  0.002
H 0.440 -2.934 -0.226  0.002
H -1.842 -2.290 3.464  0.002
Eu -0.405 0.112 1.250  6.332
C -2.042 -1.669 -1.254  -0.007
C -3.560 -1.757 -1.454  -0.001
C -1.319 -2.435 -2.361  0.000
H -3.907 -2.775 -1.219  0.000
H -3.812 -1.547 -2.503  0.000
H -4.106 -1.043 -0.822  0.000
H -1.515 -3.510 -2.241  0.000
H -0.234 -2.276 -2.346  -0.001
H -1.696 -2.127 -3.344  0.000
C -1.561 -0.185 -1.181  0.005
C -2.177 0.926 -2.011  0.002
H -0.456 -0.148 -1.304  0.002
H -1.947 0.187 -0.188  -0.018
O -3.140 1.500 -1.511  -0.001
N -1.439 1.320 -3.127  -0.001
C -0.273 2.162 -2.777  0.002
H -2.033 1.785 -3.808  0.000
C 1.008 1.658 -3.371  -0.001
C 2.169 2.403 -3.137  0.000
H 2.077 3.358 -2.611  0.000
C 3.408 1.909 -3.537  0.000
H 4.307 2.484 -3.316  0.000
C 3.482 0.683 -4.211  0.000
H 4.454 0.294 -4.516  0.000
C 2.315 -0.038 -4.492  0.000
H 2.362 -0.983 -5.033  0.000
C 1.067 0.451 -4.073  0.000
H 0.139 -0.090 -4.276  0.000
H -0.151 2.206 -1.674  0.001
H -0.460 3.203 -3.095  0.000
C 0.018 1.321 6.399  0.009
C 0.376 0.037 5.976  -0.015
C 0.214 -0.323 4.611  -0.002
C -0.332 0.605 3.766  -0.229
C -0.702 1.875 4.127  0.046
C -0.501 2.247 5.486  -0.014
H 0.145 1.601 7.448  0.000
H 0.779 -0.691 6.682  -0.002
H 0.523 -1.316 4.271  -0.007
H -1.129 2.582 3.410  -0.004
H -0.759 3.258 5.814  -0.002

No. 2
The following is a DFT calculation (ωB97M-V with the def2-TZVPD basis set) of a structure of composition C28H30F4N7O5S2V.

Computed properties:
frontier orbital gap (alpha / beta)	6.797 / 7.703	eV
HOMO (alpha / beta)	-4.8 / -5.8	eV
charge	-1
spin multiplicity	4

Each line ends with the Mulliken spin population.
Element x y z (Å)
V 1.170 -0.513 -0.054  2.771
C 3.780 2.551 1.610  0.009
C 2.719 1.503 1.292  0.090
N 2.204 1.483 -0.102  -0.152
C 1.467 2.721 -0.442  0.032
C 0.138 2.865 0.265  0.061
C 3.274 1.285 -1.102  0.039
C 4.045 -0.008 -0.905  0.030
N 3.102 -1.075 -0.631  0.000
C 3.567 -2.356 -0.621  0.043
C 3.273 -3.211 0.461  -0.007
F 2.641 -2.704 1.536  0.006
C 3.643 -4.538 0.482  0.000
F 3.323 -5.284 1.554  0.000
C 4.359 -5.110 -0.553  0.006
C 4.687 -4.289 -1.613  -0.003
F 5.367 -4.798 -2.658  0.000
C 4.306 -2.963 -1.653  -0.006
F 4.599 -2.251 -2.764  0.001
H 4.054 2.459 2.661  -0.001
H 3.417 3.568 1.457  0.000
H 4.686 2.414 1.019  -0.001
H 1.857 1.628 1.948  -0.052
H 3.128 0.509 1.500  0.003
H 1.291 2.687 -1.517  -0.016
H 2.108 3.592 -0.258  0.002
H -0.496 2.001 0.059  0.030
H -0.385 3.746 -0.113  -0.001
H 0.239 2.957 1.346  0.000
H 3.958 2.143 -1.117  0.001
H 2.779 1.257 -2.077  -0.011
H 4.757 0.110 -0.071  -0.005
H 4.654 -0.161 -1.803  0.005
H 4.654 -6.149 -0.530  0.001
N -6.474 1.519 1.460  0.000
C -5.184 1.141 1.800  0.000
C -4.932 -0.071 2.450  0.000
C -3.642 -0.435 2.791  0.001
C -2.588 0.417 2.487  0.006
C -2.835 1.640 1.870  0.000
C -4.119 2.005 1.528  -0.001
S -0.935 -0.013 2.890  0.013
O -0.955 -0.917 4.007  0.000
O -0.179 1.210 3.006  0.001
N -0.312 -0.747 1.569  0.036
C -0.628 -2.013 1.217  0.004
N 0.168 -2.429 0.187  -0.057
C 0.002 -3.654 -0.285  0.046
C -0.960 -4.502 0.231  -0.003
C -1.745 -3.979 1.252  0.011
N -1.604 -2.761 1.750  -0.005
H -7.119 0.757 1.327  0.000
H -6.510 2.186 0.700  0.000
H -5.759 -0.733 2.681  0.000
H -3.436 -1.374 3.285  0.000
H -2.016 2.311 1.657  0.004
H -4.290 2.942 1.012  0.000
H 0.667 -3.958 -1.088  0.002
H -1.099 -5.505 -0.142  0.000
H -2.538 -4.577 1.690  0.001
N 0.396 -0.496 -2.136  0.082
C -0.717 0.415 -2.230  0.002
C -1.872 0.134 -1.512  -0.034
C -2.924 1.035 -1.521  0.015
C -2.816 2.229 -2.220  0.002
C -1.673 2.489 -2.961  0.008
C -0.627 1.577 -2.980  -0.015
S -4.106 3.470 -2.089  0.000
O -3.646 4.303 -0.984  0.000
O -5.311 2.707 -1.786  0.000
O -4.109 4.134 -3.380  0.000
H 0.096 -1.455 -2.285  0.023
H 1.100 -0.294 -2.838  0.007
H -1.943 -0.784 -0.938  -0.025
H -3.832 0.826 -0.974  0.001
H -1.623 3.407 -3.533  0.000
H 0.262 1.772 -3.571  -0.001

no.,molecular weight (g mol⁻¹),maximum force (eV/A)
1,548.52,3.84
2,735.66,0.20